ORCA calculation (ωB97M-V with the def2-TZVPD basis set) on one molecule with the formula CH4INOS in a non-equilibrium geometry.

The geometry in ORCA input format:
```
! wB97M-V def2-TZVPD RIJCOSX def2/J DEFGRID3
* xyz 0 3
C 0.483 1.074 0.493
N -0.603 0.383 -0.249
O -1.297 -0.483 0.393
S -0.639 -2.423 0.469
I -0.149 -2.690 -1.885
H 0.318 1.409 1.600
H 1.491 0.513 0.521
H 0.645 2.062 -0.155
H -0.251 0.155 -1.186
*
```

Properties
electronic energy = -23570.3533 eV
relative energy (zero: lowest compared OMol25 entry of this formula, charge and spin) = 0.864 eV
Kohn-Sham gap (alpha / beta) = 0.2461 / 0.2342 hartree

=====

ORCA calculation (ωB97M-V with the def2-TZVPD basis set) on a 2-piece molecular cluster, CH4INS overall.

The geometry in ORCA input format:
```
! wB97M-V def2-TZVPD RIJCOSX def2/J DEFGRID3
* xyz 0 1
C 0.621 -0.165 1.781
N 0.320 -0.202 0.391
S -0.737 -1.182 -0.186
H 0.344 0.827 2.153
H 0.118 -0.931 2.382
H 1.706 -0.249 1.893
I -0.548 0.557 -4.447
H -1.822 1.346 -3.967
*
```

Properties
electronic energy = -21525.7507 eV
relative energy (zero: lowest compared OMol25 entry of this formula, charge and spin) = 1.623 eV
Kohn-Sham gap = 0.2705 hartree
SMILES string = CN=S.I

=====

ORCA calculation (ωB97M-V with the def2-TZVPD basis set) on a 2-piece molecular cluster, CH4INS overall in a non-equilibrium geometry.

The geometry in ORCA input format:
```
! wB97M-V def2-TZVPD RIJCOSX def2/J DEFGRID3
* xyz 0 1
C -0.062 1.536 1.311
N -0.819 -1.496 -1.481
S 0.528 -0.791 -1.572
I 2.224 -2.397 -0.636
H -0.279 0.958 2.154
H -0.934 2.026 0.932
H 0.789 2.141 1.492
H -1.447 -1.977 -2.198
*
```

Properties
electronic energy = -21523.7260 eV
relative energy (zero: lowest compared OMol25 entry of this formula, charge and spin) = 3.647 eV
Kohn-Sham gap (alpha / beta) = 0.2753 / 0.2949 hartree

=====

ORCA calculation (ωB97M-V with the def2-TZVPD basis set) on a 2-piece molecular cluster, CH4IOPS overall in a non-equilibrium geometry.

The geometry in ORCA input format:
```
! wB97M-V def2-TZVPD RIJCOSX def2/J DEFGRID3
* xyz 0 1
C -1.056 1.154 0.040
P 0.232 1.352 1.085
I 1.846 2.164 -0.588
H -2.003 0.830 0.391
H -1.171 1.368 -0.998
O 0.905 -1.176 0.154
S -0.295 -2.085 -0.561
H 1.730 -0.979 -0.214
H -0.188 -2.628 0.691
*
```

Properties
electronic energy = -31371.6869 eV
relative energy (zero: lowest compared OMol25 entry of this formula, charge and spin) = 4.062 eV
Kohn-Sham gap = 0.3341 hartree
SMILES string = C=PI.OS

=====

ORCA calculation (ωB97M-V with the def2-TZVPD basis set) on CH4InO as an isolated structure in a non-equilibrium geometry.

The geometry in ORCA input format:
```
! wB97M-V def2-TZVPD RIJCOSX def2/J DEFGRID3
* xyz 3 1
In -1.504 -2.325 2.060
C 0.515 0.244 -0.515
O -0.364 0.106 0.521
H 1.126 1.235 -0.411
H 1.268 -0.556 -0.550
H -0.009 0.439 -1.501
H -1.032 0.857 0.396
*
```

Properties
electronic energy = -8278.1056 eV
relative energy (zero: lowest compared OMol25 entry of this formula, charge and spin) = 1.157 eV
Kohn-Sham gap = 0.1554 hartree

=====

ORCA calculation (ωB97M-V with the def2-TZVPD basis set) on CH4LiO2 as an isolated structure in a non-equilibrium geometry.

The geometry in ORCA input format:
```
! wB97M-V def2-TZVPD RIJCOSX def2/J DEFGRID3
* xyz 0 2
H 1.983 -0.931 -1.206
O 2.002 -0.359 -0.382
Li 1.287 -0.908 1.168
O -0.152 -0.544 -0.019
C -1.069 0.480 0.100
H -2.018 0.125 -0.347
H -1.273 0.758 1.149
H -0.758 1.378 -0.461
*
```

Properties
electronic energy = -5399.9240 eV
relative energy (zero: lowest compared OMol25 entry of this formula, charge and spin) = 0.000 eV
Kohn-Sham gap (alpha / beta) = 0.3252 / 0.2974 hartree

=====

ORCA calculation (ωB97M-V with the def2-TZVPD basis set) on CH4LuO as an isolated structure in a non-equilibrium geometry.

The geometry in ORCA input format:
```
! wB97M-V def2-TZVPD RIJCOSX def2/J DEFGRID3
* xyz 1 1
Lu -1.542 -1.260 1.780
O -0.897 0.169 0.013
H -1.462 0.544 -0.662
C 0.654 0.123 -0.221
H 1.506 -0.340 0.286
H 0.793 -0.400 -1.180
H 0.948 1.164 -0.016
*
```

Properties
electronic energy = -36759.2651 eV
Kohn-Sham gap = 0.2867 hartree

=====

ORCA calculation (ωB97M-V with the def2-TZVPD basis set) on one molecule with the formula CH4N2 in a non-equilibrium geometry.

The geometry in ORCA input format:
```
! wB97M-V def2-TZVPD RIJCOSX def2/J DEFGRID3
* xyz 0 1
H -1.623 0.669 1.001
N -0.708 0.255 1.005
C -0.335 -0.207 -0.119
N 1.001 -0.078 -0.665
H -1.090 -0.809 -0.758
H 1.734 0.416 -0.171
H 0.934 -0.274 -1.733
*
```

Properties
electronic energy = -4080.8424 eV
relative energy (zero: lowest compared OMol25 entry of this formula, charge and spin) = 2.040 eV
Kohn-Sham gap = 0.3636 hartree
SMILES string = [H]/N=C/N

=====

ORCA calculation (ωB97M-V with the def2-TZVPD basis set) on one molecule with the formula CH4N2 in a non-equilibrium geometry.

The geometry in ORCA input format:
```
! wB97M-V def2-TZVPD RIJCOSX def2/J DEFGRID3
* xyz 0 1
H -1.245 -1.210 0.041
N -1.299 -0.122 -0.008
C -0.121 0.417 -0.046
N 1.101 -0.184 0.021
H -0.016 1.538 0.235
H 1.880 0.413 -0.188
H 1.494 -1.103 0.091
*
```

Properties
electronic energy = -4081.2149 eV
relative energy (zero: lowest compared OMol25 entry of this formula, charge and spin) = 1.667 eV
Kohn-Sham gap = 0.3800 hartree
SMILES string = [H]/N=C\N

=====

ORCA calculation (ωB97M-V with the def2-TZVPD basis set) on one molecule with the formula CH4N2 in a non-equilibrium geometry.

The geometry in ORCA input format:
```
! wB97M-V def2-TZVPD RIJCOSX def2/J DEFGRID3
* xyz 0 1
H 1.207 -1.153 -0.096
N 1.289 -0.126 0.010
C 0.124 0.416 0.000
N -1.107 -0.297 -0.033
H 0.079 1.517 0.036
H -1.562 -0.099 0.897
H -1.744 0.203 -0.672
*
```

Properties
electronic energy = -4081.3537 eV
relative energy (zero: lowest compared OMol25 entry of this formula, charge and spin) = 1.528 eV
Kohn-Sham gap = 0.4203 hartree
SMILES string = [H]/N=C\N

=====

electronic energy of number 10 (CH4N2)?
-4081.3537 eV

=====

Which formula does entry 3 have?
CH4INS

=====

Which formula does entry 9 have?
CH4N2